(1)
{
  "formula": "C6H10O",
  "method": "ωB97M-V/def2-TZVPD",
  "elements": ["C", "C", "C", "C", "C", "C", "O", "H", "H", "H", "H", "H", "H", "H", "H", "H", "H"],
  "xyz": [[0.55, 0.69, 1.51], [0.19, -0.70, 1.27], [-1.04, -1.12, 0.56], [0.03, -1.09, -0.47], [0.35, 0.01, -1.37], [-0.63, 1.07, -1.68], [-1.54, 1.43, -0.96], [-0.27, 1.41, 1.52], [1.17, 1.10, 0.45], [1.30, 0.86, 2.29], [0.83, -1.46, 1.71], [-1.42, -2.10, 0.81], [-1.81, -0.36, 0.45], [0.58, -2.01, -0.65], [1.00, -0.26, -2.21], [1.14, 0.89, -0.63], [-0.41, 1.64, -2.61]],
  "homo_energy_ha": -0.325,
  "total_energy_ha": -309.73559,
  "homo_lumo_gap_ha": 0.358,
  "largest_force_ev_per_a": 2.77,
  "charge": 0,
  "multiplicity": 1,
  "relative_energy_kcal_mol": 67.00
}

(2)
{
  "formula": "C11H19F3NO3S2",
  "method": "ωB97M-V/def2-TZVPD",
  "elements": ["C", "C", "S", "C", "C", "O", "N", "C", "C", "C", "C", "O", "C", "F", "F", "F", "H", "H", "H", "H", "H", "H", "H", "H", "H", "H", "H", "H", "H", "C", "S", "O", "C", "H", "H", "H", "H", "H", "H"],
  "xyz": [[1.18, 2.28, -0.25], [1.01, 1.09, -0.12], [0.72, -0.52, -0.49], [2.01, -1.37, 0.43], [3.38, -1.33, -0.28], [4.31, -1.04, 0.42], [3.49, -1.61, -1.64], [2.51, -2.55, -2.19], [3.69, -0.39, -2.45], [-0.84, -0.94, 0.34], [-1.79, -1.50, -0.71], [-1.19, -2.56, -1.43], [-2.22, -0.43, -1.75], [-1.84, 0.79, -1.35], [-1.68, -0.64, -2.94], [-3.54, -0.42, -1.89], [1.30, 3.34, -0.31], [2.10, -0.92, 1.41], [1.69, -2.41, 0.54], [2.22, -3.28, -1.44], [1.61, -2.07, -2.57], [2.96, -3.08, -3.02], [3.30, 0.50, -1.97], [4.74, -0.22, -2.64], [3.19, -0.51, -3.41], [-1.19, -0.04, 0.85], [-0.64, -1.71, 1.08], [-2.69, -1.87, -0.22], [-1.04, -3.29, -0.82], [-2.79, 3.60, 1.89], [-1.65, 2.65, 2.90], [-1.22, 1.48, 2.07], [-2.87, 2.03, 4.06], [-2.22, 4.03, 1.07], [-3.56, 2.94, 1.50], [-3.22, 4.39, 2.50], [-3.64, 1.48, 3.52], [-3.30, 2.87, 4.61], [-2.35, 1.37, 4.76]],
  "homo_energy_ha": -0.449,
  "total_energy_ha": -1806.60788,
  "homo_lumo_gap_ha": 0.335,
  "largest_force_ev_per_a": 1.15,
  "charge": 1,
  "multiplicity": 1
}

(3)
{
  "formula": "C10H12N4O",
  "method": "ωB97M-V/def2-TZVPD",
  "elements": ["C", "C", "C", "C", "C", "C", "C", "C", "C", "C", "N", "N", "N", "N", "O", "H", "H", "H", "H", "H", "H", "H", "H", "H", "H", "H", "H"],
  "xyz": [[2.97, 1.13, -0.74], [2.72, 1.60, 0.52], [1.94, 0.81, -1.56], [1.43, 1.44, 1.02], [0.58, 0.62, -1.08], [0.43, 0.71, 0.34], [-2.48, 1.09, -0.27], [-3.67, 0.48, -0.68], [-0.42, 0.26, -2.15], [-0.58, -0.40, 2.32], [-2.55, -0.91, 0.70], [-4.58, 0.80, -1.47], [-1.91, 0.23, 0.55], [-0.66, 0.53, 1.17], [-3.62, -0.78, -0.06], [3.91, 1.50, -1.18], [3.51, 2.04, 1.16], [2.20, 0.61, -2.56], [1.05, 1.89, 1.93], [-2.17, 2.14, -0.38], [0.06, -0.17, -3.05], [-1.11, -0.61, -1.84], [-0.84, 1.22, -2.55], [0.49, -0.40, 2.69], [-1.33, -0.22, 3.22], [-0.76, -1.43, 1.93], [-5.22, 0.04, -1.48]],
  "homo_energy_ha": -0.286,
  "total_energy_ha": -682.31851,
  "homo_lumo_gap_ha": 0.307,
  "largest_force_ev_per_a": 4.17,
  "charge": 0,
  "multiplicity": 1,
  "relative_energy_kcal_mol": 149.26
}

(4)
{
  "formula": "C4H24NO11S",
  "method": "ωB97M-V/def2-TZVPD",
  "elements": ["O", "C", "N", "C", "O", "C", "C", "S", "H", "H", "H", "H", "H", "H", "H", "H", "O", "H", "H", "O", "H", "H", "O", "H", "H", "O", "H", "H", "O", "H", "H", "O", "H", "H", "O", "H", "H", "O", "H", "H", "O"],
  "xyz": [[0.09, 1.58, 4.09], [0.27, 1.09, 2.97], [-0.61, 1.61, 1.89], [-0.59, 1.13, 0.60], [0.45, 0.85, -0.04], [1.15, -0.04, 2.69], [0.48, -1.14, 1.79], [-1.30, -1.25, 2.17], [-1.49, 1.92, 2.38], [-1.58, 0.93, 0.07], [2.16, 0.37, 2.09], [1.71, -0.50, 3.53], [0.75, -1.12, 0.71], [0.97, -2.01, 2.12], [-0.27, -2.74, -1.88], [1.13, -3.00, -1.77], [0.47, -2.71, -2.42], [-3.18, -2.12, 0.52], [-4.33, -1.65, 1.34], [-4.03, -1.54, 0.42], [1.46, 2.61, 0.86], [1.88, 3.92, 1.59], [2.10, 3.39, 0.90], [4.03, 2.50, -0.08], [3.57, 1.87, -1.31], [4.37, 2.06, -0.79], [1.13, 1.02, -2.24], [1.22, 0.71, -3.79], [1.68, 1.10, -3.04], [-4.24, 0.59, 0.12], [-4.16, 0.32, -1.33], [-4.24, 1.12, -0.75], [2.44, -0.48, -1.45], [2.45, -1.32, 0.00], [2.53, -1.35, -0.94], [-1.48, -1.60, 0.01], [-2.40, -2.53, -0.90], [-1.66, -2.04, -0.92], [-1.72, -0.24, -2.94], [-0.38, -0.99, -2.90], [-0.80, -0.32, -3.39]],
  "homo_energy_ha": -0.172,
  "total_energy_ha": -1447.42180,
  "homo_lumo_gap_ha": 0.266,
  "largest_force_ev_per_a": 6.23,
  "charge": -1,
  "multiplicity": 1,
  "relative_energy_kcal_mol": 71.85
}

(5)
{
  "formula": "C22H29CoN9O9P2S",
  "method": "ωB97M-V/def2-TZVPD",
  "elements": ["Co", "N", "C", "N", "C", "N", "C", "C", "N", "C", "C", "N", "H", "H", "H", "H", "H", "N", "C", "C", "P", "O", "O", "O", "P", "O", "O", "O", "H", "H", "H", "H", "H", "H", "H", "H", "O", "S", "O", "O", "C", "N", "C", "C", "C", "N", "C", "C", "C", "N", "C", "C", "H", "H", "H", "H", "H", "H", "C", "C", "C", "C", "C", "H", "H", "H", "H", "H", "H", "H", "H", "H", "H"],
  "xyz": [[-0.31, 0.90, -1.01], [2.98, -0.71, 1.24], [1.67, -0.49, 1.20], [1.38, 0.16, 0.09], [2.59, 0.34, -0.49], [3.59, -0.17, 0.17], [2.65, 1.10, -1.74], [3.81, 1.35, -2.46], [3.80, 2.06, -3.58], [2.63, 2.53, -3.98], [1.46, 2.29, -3.28], [1.47, 1.57, -2.16], [3.50, -1.31, 1.92], [0.98, -0.86, 1.94], [4.76, 0.95, -2.11], [2.61, 3.11, -4.89], [0.50, 2.67, -3.60], [-0.40, 4.61, 1.81], [-1.47, 3.80, 1.09], [-2.84, 4.41, 1.33], [-1.29, 2.09, 1.86], [-2.63, 1.91, 2.72], [-0.13, 2.26, 2.77], [-1.35, 1.05, 0.77], [-0.93, 3.88, -0.69], [-1.73, 5.16, -1.28], [0.52, 4.21, -0.60], [-1.42, 2.67, -1.44], [-0.01, 3.95, 2.53], [-0.74, 5.48, 2.20], [0.34, 4.78, 1.10], [-3.11, 4.38, 2.39], [-3.59, 3.82, 0.79], [-2.90, 5.43, 0.95], [-3.19, 1.22, 2.33], [-2.46, 4.87, -1.84], [4.51, -2.55, 3.06], [4.12, -3.13, 4.35], [4.75, -4.40, 4.63], [4.12, -2.17, 5.43], [2.35, -3.52, 4.15], [1.68, -3.86, 5.26], [0.37, -4.01, 5.10], [-0.29, -3.83, 3.90], [0.50, -3.52, 2.79], [1.84, -3.39, 2.94], [0.00, -3.23, 1.47], [0.86, -3.31, 0.33], [0.52, -2.71, -0.83], [-0.63, -1.96, -0.97], [-1.54, -2.01, 0.06], [-1.28, -2.65, 1.23], [-0.19, -4.29, 5.99], [-1.36, -3.95, 3.84], [1.81, -3.81, 0.42], [1.17, -2.72, -1.69], [-2.43, -1.42, -0.07], [-2.02, -2.59, 2.02], [-1.43, -0.25, -4.26], [-1.83, -1.08, -3.04], [-3.16, -0.52, -2.52], [-2.03, -2.54, -3.45], [-0.68, -0.92, -2.03], [-2.20, -0.29, -5.03], [-0.50, -0.62, -4.70], [-1.29, 0.79, -3.98], [-3.89, -0.45, -3.33], [-3.02, 0.48, -2.10], [-3.60, -1.16, -1.75], [-2.78, -2.63, -4.24], [-2.35, -3.15, -2.60], [-1.09, -2.96, -3.83], [0.24, -1.11, -2.58]],
  "homo_energy_ha": [-0.108, -0.203],
  "total_energy_ha": -4489.72366,
  "homo_lumo_gap_ha": [0.169, 0.263],
  "largest_force_ev_per_a": 0.49,
  "charge": -1,
  "multiplicity": 5,
  "relative_energy_kcal_mol": 0.00
}

(6)
{
  "formula": "C6H18O6",
  "method": "ωB97M-V/def2-TZVPD",
  "elements": ["C", "C", "O", "O", "H", "H", "H", "H", "H", "H", "C", "C", "O", "O", "H", "H", "H", "H", "H", "H", "C", "C", "O", "O", "H", "H", "H", "H", "H", "H"],
  "xyz": [[-3.41, -2.73, -1.30], [-3.45, -1.19, -1.06], [-2.49, -0.52, -1.85], [-4.55, -3.38, -0.75], [-2.53, -3.22, -0.89], [-3.32, -2.91, -2.37], [-3.40, -1.03, 0.02], [-4.42, -0.75, -1.29], [-2.71, 0.34, -2.22], [-4.39, -3.44, 0.20], [2.79, 1.54, 3.04], [2.69, 3.00, 2.38], [2.30, 2.89, 1.04], [3.53, 0.67, 2.09], [1.70, 1.46, 3.12], [3.19, 1.49, 4.05], [3.70, 3.36, 2.54], [2.09, 3.68, 3.00], [2.85, 3.51, 0.55], [3.04, 0.81, 1.28], [1.09, 0.19, -1.79], [0.62, -0.25, -0.37], [-0.19, -1.45, -0.55], [1.80, -0.85, -2.30], [1.69, 1.07, -1.55], [0.22, 0.42, -2.41], [-0.05, 0.45, 0.14], [1.30, -0.51, 0.44], [-0.92, -1.09, -1.05], [1.22, -1.59, -2.13]],
  "homo_energy_ha": [-0.474, -0.474],
  "total_energy_ha": -690.37670,
  "homo_lumo_gap_ha": [0.362, 0.114],
  "largest_force_ev_per_a": 5.06,
  "charge": 1,
  "multiplicity": 2,
  "relative_energy_kcal_mol": 103.63
}